Here is a structure of composition C24H36As2F12MnO18 from the Open Molecules 2025 dataset. Energies are from wB97M-V/def2-TZVPD.

Values from the calculation:
E_tot	-9111.7047	a.u.
spin multiplicity	6
frontier orbital gap (spin up / spin down)	9.8 / 10.2	eV
relative energy (zero: lowest compared OMol25 entry of this formula, charge and spin)	23.5	kcal/mol

Structure (XYZ):
```
93
Properties=species:S:1:pos:R:3:forces:R:3:mulliken_charge:R:1
Mn -0.47485 -0.84424 0.45659 0.15 -0.06 0.07 3.838
As 0.87005 -4.44767 -0.07343 -0.42 -1.46 0.85 1.887
F 0.36650 -2.70418 -0.06486 0.77 -1.26 -0.11 -0.242
F -0.78468 -4.84576 0.55238 2.04 0.38 -0.92 -0.494
F 1.38833 -6.15831 -0.14698 -0.72 1.68 0.07 -0.509
F 2.50931 -3.96187 -0.58924 -1.60 -0.12 0.29 -0.490
F 1.41333 -4.35736 1.68151 -0.58 0.14 -2.31 -0.497
F 0.25034 -4.54387 -1.78116 0.89 0.26 1.97 -0.519
As -3.24447 -0.29766 3.07769 -0.36 -0.43 1.93 1.953
F -4.57140 0.03775 4.24470 1.25 -0.35 -1.40 -0.523
F -2.60820 1.37723 3.26723 -0.98 -1.44 -0.72 -0.505
F -1.87506 -0.58737 1.91364 -1.09 -0.09 1.13 -0.388
F -3.70124 -2.04134 2.90540 0.56 1.91 0.21 -0.510
F -4.30299 0.03017 1.72512 0.71 0.31 0.56 -0.441
F -2.18650 -0.70642 4.43834 -0.65 0.00 -1.15 -0.468
C 6.54859 0.63182 1.05954 -0.67 0.37 0.19 -1.625
C 5.25827 0.97130 0.31810 0.91 1.46 0.76 0.551
C 5.16700 0.45384 -1.05979 1.66 -0.63 -1.05 -0.568
O 3.89105 -0.08374 -1.13750 -0.64 -0.76 -1.77 -0.313
C 3.28369 -0.05104 0.01690 -3.08 -0.58 2.17 -0.159
O 2.12520 -0.38700 0.23060 3.10 0.92 -0.45 0.182
O 4.12869 0.45654 0.96711 -1.10 -0.57 0.20 -0.005
H 6.50895 0.96035 2.09810 -0.11 0.22 -0.04 0.360
H 7.38179 1.14828 0.58292 0.11 -0.28 -0.05 0.426
H 6.67831 -0.44925 1.11005 0.16 0.00 -0.35 0.396
H 5.09376 2.03509 0.14663 0.27 0.53 1.05 0.196
H 5.95979 -0.28337 -1.18664 -0.31 -0.49 -0.51 0.309
H 5.29159 1.23150 -1.81333 -0.06 -0.09 -0.04 0.273
C -0.36451 1.57849 -5.54698 0.98 -0.78 0.05 -1.547
C 0.37313 0.37559 -4.91713 0.48 1.11 -0.38 0.478
C 1.73631 0.68170 -4.26779 0.50 0.96 -2.45 -0.772
O 1.63509 0.27282 -2.98033 1.20 -0.81 2.28 -0.022
C 0.47600 -0.25999 -2.71501 -2.02 0.17 1.52 0.200
O 0.13450 -0.63075 -1.61039 0.23 0.43 -2.61 -0.126
O -0.32714 -0.14824 -3.81032 -0.73 -1.00 0.90 -0.231
H -1.37599 1.27797 -5.82028 -0.06 0.32 0.26 0.314
H 0.15403 1.83484 -6.47083 0.02 -0.11 -0.16 0.455
H -0.26642 2.47068 -4.92853 -0.54 -0.12 0.25 0.387
H 0.55750 -0.37932 -5.68148 -0.53 -0.27 0.13 0.271
H 2.00566 1.73685 -4.22076 -0.02 0.11 -0.49 0.346
H 2.49159 0.10513 -4.80185 0.33 0.20 0.20 0.335
C 1.50878 5.41811 2.55038 0.10 0.23 -0.76 -1.528
C 1.94665 4.07305 1.99960 1.13 0.66 -0.73 0.308
C 2.59632 3.12295 2.95307 -0.69 -1.34 1.21 -0.544
O 1.88177 1.89690 2.64305 1.01 -0.80 0.90 0.201
C 0.90141 2.11034 1.77247 -1.55 -2.26 1.07 -0.077
O 0.06712 1.30474 1.42715 1.24 0.25 -0.11 -1.002
O 0.85313 3.35596 1.46981 -1.14 2.37 -1.13 -0.297
H 0.70613 5.39089 3.28734 0.11 -0.52 0.05 0.368
H 1.12822 6.00331 1.71323 0.02 0.14 0.04 0.382
H 2.34910 5.96520 2.97776 0.09 -0.11 -0.01 0.392
H 2.62879 4.09299 1.14966 0.14 1.12 -0.16 0.256
H 2.42829 3.43520 3.98379 -0.43 -0.34 0.22 0.280
H 3.65959 2.88576 2.91707 -0.01 0.34 -0.72 0.362
C -4.64454 1.19088 -3.90179 1.18 -0.20 0.45 -1.631
C -3.44604 1.73215 -3.11797 -0.87 1.38 -2.32 0.816
C -3.73228 2.94479 -2.18647 -1.08 -1.29 -2.12 -0.422
O -3.27588 2.45918 -0.98270 0.96 -1.00 2.16 -0.334
C -2.71346 1.20804 -1.11281 3.06 -0.51 2.72 0.143
O -1.96909 0.66390 -0.27392 -3.16 2.47 -2.60 0.401
O -2.89579 0.73660 -2.32698 0.18 -0.60 0.55 -0.110
H -4.19380 0.46527 -4.57887 -0.39 -0.04 -0.32 0.392
H -5.07986 2.02204 -4.45654 -0.36 -0.28 0.03 0.451
H -5.30876 0.63230 -3.24232 -0.34 0.42 -0.05 0.317
H -2.72384 2.01164 -3.88505 0.39 0.01 0.13 -0.205
H -4.81221 3.07037 -2.26445 -0.22 0.17 0.90 0.345
H -3.31053 3.89735 -2.50721 0.59 -0.20 0.30 0.291
C -5.93697 -2.75356 -2.86295 -0.07 0.97 0.42 -1.215
C -5.37534 -2.92426 -1.46434 -0.60 -0.75 0.12 0.391
C -4.79585 -4.30994 -1.27200 0.50 -0.35 0.30 -0.591
O -3.43373 -4.01509 -0.98913 1.58 -0.84 0.32 -0.341
C -3.19129 -2.70868 -0.85213 0.37 0.21 0.08 0.012
O -2.17593 -2.15315 -0.50279 -1.08 -1.15 -0.43 -0.553
O -4.28592 -2.05025 -1.21535 -0.49 1.21 -0.19 -0.274
H -5.31558 -3.18630 -3.64698 0.04 -0.30 0.22 0.390
H -5.96296 -1.68445 -3.07374 -0.36 0.06 -0.06 0.074
H -6.94992 -3.15576 -2.87914 0.06 -0.03 -0.26 0.428
H -6.08850 -2.79396 -0.65038 -0.34 0.61 -0.37 0.332
H -4.92390 -4.93855 -2.15322 0.55 0.12 -0.20 0.300
H -5.17946 -4.90775 -0.44523 -0.13 0.38 0.21 0.297
C 3.81804 -0.10962 4.90012 0.71 -0.34 1.13 -1.094
C 2.85963 -1.29113 4.82493 0.76 1.36 -0.04 0.271
C 1.51628 -1.17099 5.50151 1.29 1.23 1.94 -0.512
O 0.64768 -1.64153 4.57092 -1.67 -0.91 -2.71 -0.259
C 1.19679 -1.49908 3.29699 -1.10 -0.16 1.18 -0.250
O 0.58367 -1.60338 2.26880 0.80 0.21 1.38 -0.746
O 2.48250 -1.20847 3.46430 -0.51 -0.85 -1.97 -0.193
H 3.36285 0.87368 5.01852 -0.44 -0.20 -0.16 0.159
H 4.40308 -0.11622 3.98045 0.10 0.03 0.13 0.153
H 4.48372 -0.23655 5.75386 0.22 0.06 0.00 0.514
H 3.36479 -2.23481 5.03080 -0.01 -0.10 -0.19 0.322
H 1.32550 -0.12504 5.74169 -0.21 0.39 -0.31 0.287
H 1.42715 -1.64457 6.47920 -0.01 -0.67 -0.33 0.344
```
Forces are in eV/Å.